142
Properties=species:S:1:pos:R:3:lowdin_charge:R:1 method="wB97M-V/def2-TZVPD" multiplicity=1 fmax_ev_per_a=2.25 homo_ev=-8.17 de_lowest_kcal_mol=0.00
H 19.842 17.908 -3.721 0.11
O 20.771 18.303 -0.305 -0.14
H 22.187 17.627 -5.744 0.12
O 17.648 16.322 -2.585 0.01
H 19.355 11.181 -6.926 0.12
C 16.422 13.443 -2.241 -0.14
C 23.102 17.841 -2.880 -0.47
O 20.108 16.221 4.160 0.02
C 26.480 11.676 -1.683 -0.06
H 19.538 16.850 -1.807 0.10
C 17.093 16.573 0.746 -0.04
H 19.007 7.124 -4.075 0.12
H 20.754 13.285 5.130 0.11
H 16.764 13.417 -0.144 0.08
C 21.241 17.418 0.698 -0.14
C 16.181 17.461 2.822 -0.12
C 26.834 11.420 -0.233 -0.51
H 26.791 16.586 3.454 0.12
O 23.783 11.971 3.888 -0.14
C 24.954 16.748 2.319 -0.14
H 17.569 18.551 1.616 0.12
C 17.205 15.626 1.904 -0.45
H 24.211 16.840 3.106 0.12
H 19.891 12.557 -2.383 0.08
C 18.734 11.721 -6.216 -0.13
H 23.765 12.500 -6.958 0.08
H 16.636 11.919 -6.867 0.13
C 20.981 16.490 5.147 -0.50
C 20.147 14.856 3.722 -0.15
H 24.453 9.373 -0.408 0.12
H 18.732 11.481 3.871 0.08
O 22.373 9.998 -4.207 0.10
H 16.581 18.094 3.607 0.13
O 20.276 10.027 -3.477 0.03
O 16.276 10.101 -2.966 0.09
H 26.395 12.747 -1.837 0.11
H 18.329 11.058 -5.448 0.10
H 22.613 15.386 5.775 0.12
H 18.667 9.239 -2.423 0.12
O 22.711 12.746 -5.131 -0.15
H 25.287 17.717 1.952 0.13
H 19.140 14.482 3.912 0.11
H 20.775 7.979 -5.368 0.13
C 20.999 7.959 -4.295 -0.06
H 27.438 15.873 1.122 0.14
C 19.465 12.793 -5.416 -0.13
H 22.050 12.194 -7.002 0.07
H 23.260 11.638 1.895 0.08
C 22.965 16.338 -2.979 -0.06
O 23.109 18.496 -1.869 0.10
O 15.929 16.860 -3.860 0.11
H 22.316 15.428 -4.811 0.09
C 21.478 13.679 0.234 -0.13
H 23.721 15.902 -2.332 0.12
H 18.418 9.342 -4.175 0.11
O 16.411 12.317 -3.119 0.04
H 20.401 16.996 1.246 0.07
C 25.389 9.751 -0.814 -0.14
O 21.269 17.615 5.440 0.12
C 19.699 7.745 -3.513 -0.13
H 19.358 15.203 -2.549 0.10
O 26.229 10.314 0.222 0.01
H 23.958 17.583 -5.776 0.12
H 25.956 8.918 -1.233 0.13
H 19.924 12.129 2.735 0.06
H 17.406 11.203 -0.636 0.12
H 25.767 15.152 3.539 0.12
C 16.720 17.895 1.425 -0.12
C 25.437 15.143 0.761 -0.47
H 24.067 15.604 -4.728 0.12
H 22.081 13.819 4.121 0.09
H 16.177 16.231 0.252 0.14
O 17.736 14.535 1.940 0.06
H 21.998 17.919 1.309 0.08
N 22.431 13.787 -0.757 0.04
O 16.725 16.149 3.031 0.05
C 19.151 9.157 -3.393 -0.16
H 17.836 12.911 -7.814 0.13
O 27.523 12.106 0.471 0.11
C 24.017 12.161 2.479 -0.12
H 15.040 13.192 -0.537 0.12
C 23.122 16.079 -4.472 -0.14
H 15.702 14.175 -2.604 0.13
C 20.637 12.931 -1.697 -0.11
C 19.477 16.904 -3.937 -0.11
H 18.091 18.026 -5.169 0.12
C 21.539 15.212 5.694 -0.06
C 21.177 14.152 4.628 -0.12
H 15.647 10.799 -0.481 0.13
H 19.400 13.078 0.158 0.08
C 16.293 11.176 -2.422 -0.48
C 16.389 11.459 -0.927 -0.06
H 24.864 10.619 -2.726 0.11
C 26.674 15.274 1.620 -0.06
C 23.080 17.470 -5.142 -0.13
H 22.594 13.854 -6.846 0.07
H 22.506 13.334 -2.858 0.09
H 21.802 7.264 -4.077 0.12
H 19.870 12.402 -4.485 0.09
C 18.170 17.020 -4.763 -0.05
H 27.082 14.296 1.869 0.12
H 20.265 14.762 2.645 0.09
C 25.131 10.955 -1.720 -0.14
O 16.438 14.373 -5.836 0.13
H 15.953 18.499 0.945 0.11
H 27.271 11.260 -2.306 0.13
H 23.231 11.202 4.038 0.07
C 20.354 13.150 -0.342 -0.09
O 24.474 15.970 1.209 0.02
H 15.093 17.447 2.812 0.12
C 19.061 16.250 -2.585 -0.14
H 21.778 16.561 0.262 0.06
O 23.233 18.424 -4.079 0.05
H 23.373 14.112 -0.580 0.09
C 22.814 12.834 -6.536 -0.17
C 17.123 16.740 -3.724 -0.51
C 17.566 12.478 -6.850 -0.05
H 22.822 11.819 -4.866 0.04
C 16.058 12.952 -0.831 -0.12
H 19.995 7.335 -2.548 0.12
O 25.246 14.455 -0.206 0.09
H 25.024 11.772 2.321 0.08
H 18.057 16.345 -5.607 0.11
O 18.458 13.785 -5.075 0.00
H 20.266 13.325 -5.934 0.11
O 18.031 11.858 1.960 -0.15
H 24.276 11.494 -1.317 0.11
H 21.700 13.991 1.240 0.09
C 21.346 9.414 -4.016 -0.46
H 23.983 13.229 2.263 0.06
C 17.377 13.630 -5.902 -0.48
H 19.369 10.418 2.625 0.08
C 21.938 13.315 -1.942 -0.12
H 18.025 12.836 1.958 0.01
C 26.132 15.940 2.878 -0.14
C 19.071 11.446 2.826 -0.16
H 21.532 18.537 -0.866 0.03
H 20.281 16.267 -4.306 0.09
H 21.177 14.910 6.673 0.13
H 21.947 16.139 -2.644 0.11
H 17.977 16.610 0.124 0.11
H 17.385 13.944 -2.147 0.10

***

145
Properties=species:S:1:pos:R:3:lowdin_charge:R:1 method="wB97M-V/def2-TZVPD" multiplicity=1 fmax_ev_per_a=0.91 total_charge=-1 homo_ev=-5.04
O -9.469 -7.816 -1.601 0.11
O -12.754 0.868 -0.020 0.12
O 14.001 0.955 1.100 0.11
O -5.303 -7.544 -3.746 0.12
H 1.028 -0.065 5.755 -0.09
C 7.937 1.832 2.427 -0.23
C 10.556 2.848 2.054 -0.24
C 6.518 4.620 7.827 -0.32
H 17.905 2.042 -0.740 0.13
H -7.843 -0.646 -2.568 0.11
C 3.953 3.556 7.154 -0.30
O 10.757 1.258 0.363 0.10
H 18.657 2.047 3.567 0.12
F -2.138 -0.805 2.117 0.09
C -9.823 0.295 -2.119 -0.31
O 11.799 3.198 1.766 0.11
C -4.567 -3.465 -13.487 -0.32
H -4.508 -0.412 -10.474 0.09
H -3.564 -1.727 0.579 0.12
O 17.747 1.787 3.801 0.12
H 15.194 1.132 3.451 0.14
C -6.494 -8.060 -3.501 -0.24
O -4.223 -2.350 -9.587 0.11
C 4.948 3.992 6.106 -0.23
C -4.392 -4.485 -12.396 -0.24
O 5.981 4.290 10.121 0.10
O 1.907 9.861 7.590 0.08
C -1.434 -0.707 3.288 -0.54
C -4.534 -1.707 -11.828 -0.23
C 10.021 1.713 1.218 -0.32
C -10.845 -0.476 0.429 -0.31
O -6.202 -4.218 -2.194 0.10
H -7.046 -1.208 -9.252 0.12
F -2.186 -1.318 4.231 0.12
H -7.860 -4.325 -0.140 0.14
O -5.257 -1.817 2.620 0.14
H 0.608 2.539 5.282 -0.08
H -4.781 -1.345 -13.908 0.13
H 10.195 4.259 3.605 0.13
H -4.152 -4.860 -10.318 0.14
H 1.799 10.451 5.686 0.11
O 6.707 1.467 2.718 0.12
H 3.629 3.337 9.303 0.14
C 15.169 1.241 1.276 -0.31
C 16.005 1.506 0.051 -0.24
C 4.341 3.661 8.558 0.08
C -9.083 -0.647 -1.205 -0.23
H -4.148 0.974 -6.794 0.14
C 1.393 8.650 5.666 -0.25
O 1.566 9.791 5.007 0.10
C 8.467 2.981 3.244 -0.30
C 6.148 4.502 6.439 0.06
C -6.929 -3.789 -0.018 0.05
C 0.895 6.303 5.896 -0.31
C 3.978 -0.124 4.083 -0.16
H -9.047 -1.682 0.659 0.12
O -4.355 -5.736 -12.818 0.12
C -4.750 0.089 -6.646 0.08
C -7.341 -7.564 -2.590 0.08
O 2.870 3.168 6.781 0.09
C -5.571 -1.847 -5.318 -0.29
C 1.090 6.420 7.385 -0.24
H -4.907 -8.094 -4.447 0.12
C -5.600 -0.341 -7.733 -0.32
C -4.281 -4.135 -11.108 0.08
O -5.477 -2.416 -4.249 0.10
C -1.106 0.745 3.678 -0.46
C -4.332 -2.732 -10.735 -0.30
C 17.923 1.963 1.436 -0.32
O -4.601 -0.446 -11.447 0.12
H -12.845 0.457 0.860 0.12
H 3.180 -0.630 4.600 0.04
C 1.067 7.496 5.076 0.08
C 9.821 3.444 3.002 0.08
H -4.453 -5.696 -13.788 0.12
C 15.799 1.337 2.579 0.08
C -8.962 -9.419 -3.211 -0.24
C -4.729 -2.928 -0.813 -0.30
C 5.542 4.156 8.873 -0.25
C 17.092 1.675 2.660 -0.24
H 1.563 7.680 9.037 0.13
Al 0.703 1.072 4.655 0.41
C -4.485 -2.279 0.458 0.09
N 3.491 1.168 3.598 -0.20
C -6.674 -3.156 1.259 -0.33
O 0.607 5.206 5.482 0.11
H 12.089 2.587 1.060 0.09
C 8.676 1.242 1.474 0.07
H -7.049 -3.145 -6.247 0.14
H 4.786 0.022 4.788 0.06
C 1.418 7.584 7.971 0.07
H 1.841 1.839 2.439 0.04
O 19.084 2.277 1.611 0.11
C -6.458 -1.563 -7.538 -0.24
H 4.339 -0.758 3.281 0.07
O 0.923 5.291 8.038 0.12
H -4.119 -0.979 -3.784 0.12
O -3.956 -2.901 -1.753 0.10
C -8.117 -9.915 -4.125 0.07
C -6.023 -3.684 -1.001 -0.24
O 7.715 3.452 4.071 0.11
H 6.377 2.054 3.431 0.12
F -0.305 -1.440 3.114 0.10
H -5.417 -3.988 -2.726 0.09
C 1.596 8.764 7.153 -0.33
C -4.640 -2.067 -13.117 0.07
C -9.566 -1.007 -0.008 0.09
O -3.975 -0.299 -4.471 0.14
C -11.593 0.450 -0.494 -0.24
O -11.365 -0.731 1.497 0.11
F -2.225 1.202 4.331 0.01
H -6.050 -2.051 3.135 0.12
C -6.438 -2.267 -6.399 0.08
O -7.448 -3.197 2.200 0.09
H 6.866 4.814 5.703 0.11
H 0.918 7.404 4.010 0.13
C -5.396 -2.380 1.437 -0.23
H 4.013 1.357 2.756 0.06
H 0.729 4.602 7.364 0.12
H -7.105 -6.696 -1.991 0.12
F -1.068 1.430 2.477 0.00
H 14.441 1.123 -0.860 0.12
C 17.298 1.847 0.133 0.07
O -9.298 0.572 -3.181 0.10
C -4.727 -0.614 -5.504 -0.23
H 6.872 4.677 10.039 0.11
O -7.226 -1.878 -8.567 0.12
O -7.932 -1.072 -1.695 0.12
O 4.564 3.828 4.862 0.11
H 1.934 0.123 2.592 0.04
O -4.642 -3.878 -14.629 0.10
C 2.073 1.056 3.149 -0.32
H 3.714 3.331 4.864 0.11
C -8.629 -8.200 -2.391 -0.31
H -11.638 1.475 -2.357 0.13
O 15.355 1.375 -1.091 0.12
H -8.348 -10.787 -4.719 0.13
C -6.836 -9.266 -4.337 -0.32
O -10.147 -9.944 -2.951 0.12
O -6.013 -9.635 -5.152 0.10
O 7.585 5.064 8.225 0.08
C -11.109 0.810 -1.689 0.07
O -5.665 0.233 -8.807 0.08
H 8.306 0.421 0.877 0.13
H -10.540 -9.383 -2.256 0.12

***

169
Properties=species:S:1:pos:R:3:lowdin_charge:R:1 method="wB97M-V/def2-TZVPD" multiplicity=1 fmax_ev_per_a=4.40 total_charge=+2 homo_ev=-10.99
H 2.185 -2.001 -8.287 0.10
H -1.250 1.660 4.043 -0.02
C 2.718 -3.694 -0.831 -0.04
C 4.189 2.699 -4.930 -0.62
C 4.564 1.768 0.759 0.05
C 5.270 -1.002 -8.368 -0.02
H 4.374 4.931 1.525 0.13
H -8.933 6.304 6.866 0.09
C -0.773 -7.526 3.671 -0.01
H -3.708 4.211 4.463 0.10
H 1.796 1.010 -0.976 0.08
H -0.032 3.487 -3.060 0.11
H -0.481 -8.063 4.591 0.16
H -1.949 -0.055 1.887 0.05
C -4.928 4.598 2.073 0.03
Br -3.596 1.228 4.043 0.08
C -6.846 4.614 3.792 -0.04
H 2.391 0.726 -8.175 0.13
H -4.103 3.883 2.053 0.06
Br 2.049 -6.791 0.457 -0.10
H 3.407 0.109 1.733 0.13
O -0.712 4.982 3.428 -0.31
H 2.730 4.000 3.300 0.15
C -4.689 -3.506 1.780 -0.09
N -6.910 4.435 5.113 -0.03
H -2.040 -1.279 -3.050 0.11
N 4.120 -2.900 -8.435 -0.10
C -1.823 -5.829 2.423 -0.14
H 0.384 -9.862 1.626 0.09
C -1.701 -0.303 -3.251 0.01
O 4.119 1.548 -2.365 -0.35
C 1.636 -1.542 -0.762 -0.10
H -5.267 -0.549 2.397 0.01
C -0.690 1.342 -4.415 -0.04
C -3.789 -4.478 1.556 0.03
F 3.299 -4.557 3.783 0.15
S -0.511 5.254 2.017 0.45
C -8.502 6.022 5.896 -0.09
C -2.674 -4.592 2.435 -0.10
C 0.719 -0.573 -0.164 -0.12
H -0.978 -0.180 6.863 0.12
H 3.356 0.314 4.844 0.12
C -0.294 -0.944 0.701 0.02
C 4.128 3.924 1.636 0.05
H -1.550 -3.622 3.993 0.08
C -0.411 -0.900 -5.309 -0.08
O 0.429 -2.482 4.741 -0.32
O 2.127 -2.035 3.052 -0.31
C -5.589 4.283 5.585 0.00
H -1.628 4.554 -4.862 0.07
H 4.820 -4.848 -1.954 0.13
H 1.422 -3.018 0.771 0.08
C 3.692 1.172 1.735 0.09
H -0.372 -8.105 0.456 0.10
C -1.944 0.880 -2.625 -0.02
H -1.960 0.525 5.561 -0.08
N -4.486 -2.497 2.606 -0.10
H -6.391 -1.681 2.231 0.09
F 5.085 3.633 -4.659 0.14
H 0.637 2.886 2.902 0.08
N -5.606 4.570 3.395 -0.06
F 1.315 7.081 2.829 0.09
C 5.383 -2.354 -8.367 -0.02
C 3.699 -4.301 -8.370 0.00
H -5.374 4.142 6.635 0.14
H 6.179 -2.994 -8.546 0.11
H 6.131 -0.324 -8.556 0.16
H 2.988 0.319 -10.593 0.12
C 3.439 0.667 -8.482 -0.19
C -1.079 3.304 -3.060 -0.19
C 0.311 7.013 1.922 -0.58
H 3.650 -1.902 -3.443 0.07
C 2.234 -1.262 -1.980 0.02
N 3.337 -3.387 -2.001 -0.09
F 0.803 7.375 0.756 0.15
H 1.474 -9.110 2.667 0.07
C -0.590 -7.541 1.371 -0.20
N -0.351 -8.131 2.528 -0.09
C 0.897 0.784 -0.498 0.05
H -5.686 4.099 1.409 0.12
H -0.585 -1.910 1.092 0.12
H -3.938 -5.316 0.875 0.14
C 2.359 0.576 4.617 0.09
H -1.397 -1.130 5.453 0.08
S 1.266 -3.018 3.702 0.43
H -2.987 3.964 -3.895 0.12
C -5.506 -1.519 2.788 -0.09
H -8.974 4.000 5.836 0.16
C 3.264 -1.853 -8.344 -0.22
N -0.907 1.395 0.879 -0.06
H -9.433 6.227 5.341 0.09
H -1.926 3.005 1.874 0.05
C -3.317 -2.460 3.349 0.05
H -7.685 6.685 5.721 0.08
C 3.090 2.036 2.657 -0.14
C 0.459 -9.382 2.586 0.02
H 0.074 2.817 -0.100 0.12
C -2.056 2.284 1.102 -0.06
H 0.200 -1.605 -4.785 -0.05
C 2.096 1.505 3.570 -0.14
S 3.215 2.239 -3.305 0.53
N -0.904 0.057 -4.346 -0.09
C 3.144 -2.155 -2.504 -0.05
H 4.048 1.349 -7.845 0.12
C -1.514 -6.408 3.681 0.03
H 2.906 -4.751 -0.452 -0.02
H -2.867 1.648 1.304 -0.02
C 3.251 3.422 2.551 0.05
H -7.709 4.685 3.150 0.17
O -1.678 5.388 1.153 -0.33
H -1.307 -1.435 -5.755 0.13
H 0.116 -10.037 3.469 0.14
H -2.401 1.081 -1.665 0.04
C -1.155 -0.116 5.779 -0.02
N 3.916 -0.717 -8.305 -0.05
H -1.367 3.462 -1.992 0.12
H 4.609 1.022 -10.288 0.08
C -0.238 1.412 4.159 -0.02
N 4.795 3.099 0.728 -0.07
H -7.804 4.461 7.027 0.09
H -3.341 -1.647 4.031 0.06
C -8.036 4.625 6.041 -0.17
Br -3.637 -0.769 -0.096 -0.04
Br 2.322 -2.454 -5.724 0.10
C 1.899 -2.822 -0.173 0.06
F 3.362 3.185 -5.846 0.14
H 5.947 3.062 -1.038 0.11
H -5.797 -1.395 3.865 0.12
F 2.975 -3.533 5.682 0.12
C 1.259 -0.032 5.281 0.00
H 5.250 4.671 -0.535 0.13
O 0.501 4.427 1.436 -0.35
F 4.832 1.563 -5.381 0.07
H 5.082 1.235 0.000 0.12
C 0.101 1.754 0.084 -0.01
O 2.773 3.585 -2.950 -0.34
C -1.349 -6.374 1.239 0.01
N -1.295 1.890 -3.371 -0.01
C -1.872 4.300 -3.831 -0.07
H -2.221 2.841 0.220 0.08
H 1.294 -0.792 6.053 0.14
F -0.633 7.974 2.284 0.07
H 0.283 -0.427 -6.019 0.06
H -1.915 -6.043 4.594 0.13
H -1.372 -5.893 0.235 0.15
H -5.651 -3.628 1.278 0.16
H 6.618 3.847 0.345 0.09
H 2.004 -0.453 -2.613 0.07
C 3.566 1.093 -9.926 -0.08
H 3.636 -4.500 -7.276 0.06
C -1.081 0.092 1.212 -0.13
N 0.027 0.417 5.034 -0.04
H 4.716 -4.001 -3.509 0.10
C -4.779 4.347 4.532 -0.07
F 1.716 -5.199 5.155 0.07
H 3.061 2.079 -10.015 0.09
H -4.659 5.676 1.867 0.13
H 2.714 -4.351 -8.818 0.10
O 2.108 1.331 -3.725 -0.37
O 0.618 -3.905 2.812 -0.29
H 3.472 -5.163 -3.201 0.13
C -2.386 -3.548 3.353 0.07
H -0.054 1.787 -5.082 0.14
C 0.799 1.973 3.465 0.03
C 4.087 -4.377 -2.675 -0.03
C 5.714 3.724 -0.173 0.01
H -1.850 5.228 -3.267 0.08
H 4.367 -4.925 -8.857 0.07
C 2.387 -4.103 4.614 -0.63

***

23
Properties=species:S:1:pos:R:3:nbo_charge:R:1 method="wB97M-V/def2-TZVPD" multiplicity=1 fmax_ev_per_a=4.78 total_charge=+1 homo_ev=-13.18 de_lowest_kcal_mol=30.74
H -2.850 1.326 -0.415 0.23
O 0.828 0.378 -1.720 -0.93
O 0.693 -1.031 1.310 -0.82
H -3.511 -0.794 0.269 0.27
H 2.509 -0.507 -2.346 0.20
H 0.996 2.077 0.763 0.25
H 1.752 -2.838 1.645 0.19
H 2.297 -1.406 2.553 0.19
Si 0.023 -0.523 -0.712 2.00
C -2.118 0.717 0.315 -0.09
H 2.712 -1.284 0.880 0.18
H -0.530 2.863 0.855 0.21
C -2.431 -0.755 0.293 -0.54
H -0.385 1.585 1.976 0.22
H -2.342 1.143 1.326 0.22
H 1.360 -0.476 -3.687 0.21
C -0.127 1.913 1.009 -0.22
H 1.961 1.088 -3.146 0.21
S -1.699 -1.638 -1.199 -0.10
O -0.762 0.891 0.091 -0.63
C 1.727 0.123 -2.829 -0.24
C 1.974 -1.686 1.528 -0.27
H -2.079 -1.166 1.240 0.26

***

9
Properties=species:S:1:pos:R:3:nbo_charge:R:1 method="wB97M-V/def2-TZVPD" multiplicity=1 fmax_ev_per_a=4.16 homo_ev="-8.27 / -7.58" de_lowest_kcal_mol=72.95
H 1.651 -0.907 1.514 -0.05
S -1.139 -2.300 0.906 -0.07
H -1.335 -2.193 -3.002 0.22
H 0.266 0.258 2.086 -0.08
C -0.832 -0.645 -1.598 -0.29
S -1.260 -3.208 -0.793 0.14
P 1.462 0.436 1.519 0.13
S -0.645 -0.143 -0.066 0.30
C -1.114 -1.752 -2.147 -0.32